[1]
{
  "formula": "C29H39N6O3Pt",
  "method": "wB97M-V/def2-TZVPD",
  "homo_ev": [-15.09, -15.08],
  "homo_lumo_gap_ev": [3.13, 3.13],
  "lumo_energy_ev": [-12.0, -12.0],
  "charge": 3,
  "symbols": ["Pt", "C", "N", "C", "C", "N", "C", "C", "C", "C", "C", "C", "C", "C", "C", "N", "C", "N", "C", "C", "N", "C", "C", "C", "N", "C", "C", "H", "H", "H", "H", "H", "H", "H", "H", "H", "H", "H", "H", "H", "H", "H", "H", "H", "H", "H", "H", "H", "H", "H", "H", "H", "H", "H", "H", "H", "H", "C", "O", "C", "C", "C", "C", "C", "C", "O", "C", "O", "C", "H", "H", "H", "H", "H", "H", "H", "H", "H"],
  "coordinates": [[0.0299, -0.1514, 0.8037], [4.2855, -0.2090, -2.4111], [2.9172, -0.4903, -1.9639], [2.0274, -0.9923, -3.0143], [2.5280, -0.3218, -0.7062], [1.4372, -1.0560, -0.2263], [1.4364, -2.4161, -0.4768], [2.6905, -3.0598, -0.5951], [2.8090, -4.3752, -0.9849], [1.6708, -5.0982, -1.3047], [0.4011, -4.5331, -1.1284], [-0.7366, -5.2977, -1.4598], [-2.0190, -4.7934, -1.2597], [-2.1793, -3.5713, -0.6596], [-1.0626, -2.7766, -0.2582], [-1.2819, -1.6469, 0.4454], [-2.4937, -1.5672, 1.1734], [-3.2906, -0.5389, 0.9352], [-4.1931, 0.0084, 1.9542], [-3.2352, 0.1920, -0.3393], [-2.7516, -2.5110, 2.0676], [-4.1159, -2.9258, 2.4173], [-1.6846, -3.3151, 2.6688], [0.2602, -3.2058, -0.6103], [3.1750, 0.5207, 0.1036], [3.5492, 1.8692, -0.3428], [3.0776, 0.3734, 1.5685], [4.6232, -1.0674, -2.9920], [4.9357, -0.0685, -1.5522], [4.3120, 0.6745, -3.0488], [2.2754, -2.0253, -3.2632], [2.1712, -0.3741, -3.8999], [0.9902, -0.9180, -2.7010], [3.5855, -2.4886, -0.3763], [3.7853, -4.8361, -1.0514], [1.7498, -6.1159, -1.6672], [-0.6022, -6.2802, -1.8954], [-2.8838, -5.3678, -1.5626], [-3.1800, -3.1987, -0.4774], [-3.8750, -0.3266, 2.9377], [-5.2290, -0.2767, 1.7761], [-4.1155, 1.0939, 1.9021], [-3.2151, -0.5006, -1.1767], [-2.3686, 0.8540, -0.3820], [-4.1407, 0.7888, -0.4100], [-4.8300, -2.4843, 1.7301], [-4.3665, -2.6543, 3.4419], [-4.1595, -4.0108, 2.3197], [-0.7461, -2.7675, 2.6520], [-1.5780, -4.2673, 2.1470], [-1.9584, -3.5142, 3.7031], [3.4305, 1.9602, -1.4174], [4.5830, 2.0791, -0.0731], [2.8871, 2.5821, 0.1472], [3.3120, -0.6406, 1.8824], [2.0549, 0.6260, 1.8745], [3.7824, 1.0647, 2.0207], [1.6867, 6.7162, 0.4267], [1.1690, 6.3828, 1.7262], [0.7958, 5.1474, 1.9743], [0.2957, 4.9432, 3.2970], [-0.1440, 3.7065, 3.6883], [-0.1219, 2.6041, 2.8151], [-0.7070, 1.3661, 3.2510], [-1.0876, 1.1592, 4.6842], [-0.9506, 0.3807, 2.4909], [0.4179, 2.8112, 1.4778], [0.4651, 1.8680, 0.6022], [0.8540, 4.0908, 1.0802], [1.9307, 7.7708, 0.4763], [0.9232, 6.5417, -0.3302], [2.5856, 6.1336, 0.2274], [0.2645, 5.7899, 3.9669], [-0.5418, 3.5964, 4.6855], [-2.0252, 1.6745, 4.9057], [-0.3309, 1.5503, 5.3598], [-1.2293, 0.0975, 4.8631], [1.2212, 4.2068, 0.0725]],
  "forces_ev_per_angstrom": [[-1.5, 0.9, 0.3], [0.0, 0.1, 0.0], [-0.1, -0.1, 0.0], [0.0, 0.1, 0.0], [0.7, 0.5, 0.2], [0.3, -1.0, -0.8], [-0.8, 1.3, 0.4], [0.7, -0.8, -0.5], [0.6, 0.6, 0.2], [-0.5, -0.2, -0.1], [-0.4, 0.0, 0.0], [0.8, 0.1, 0.1], [-0.6, 0.4, 0.2], [-0.2, -0.8, -0.3], [0.7, 0.9, 0.1], [0.5, -0.9, 0.6], [-0.3, 0.5, -0.1], [0.1, -0.4, 0.0], [0.0, 0.0, 0.1], [0.0, 0.1, 0.0], [0.1, 0.1, 0.0], [0.0, 0.1, 0.0], [0.0, 0.0, 0.0], [-0.2, 0.4, 0.2], [-0.6, -0.4, 0.1], [0.3, 0.0, -0.1], [-0.4, 0.1, -0.2], [0.0, 0.0, 0.0], [0.0, 0.0, 0.0], [0.1, 0.0, 0.0], [0.0, 0.0, 0.0], [0.0, 0.0, 0.0], [0.0, 0.0, 0.0], [0.0, -0.1, 0.0], [0.0, 0.0, 0.0], [0.0, 0.0, 0.0], [0.0, 0.0, 0.0], [0.0, 0.0, 0.0], [0.0, 0.0, -0.1], [0.0, 0.0, 0.0], [0.0, 0.0, 0.0], [0.0, 0.0, 0.0], [0.0, 0.0, 0.0], [-0.1, 0.0, 0.0], [0.0, 0.0, 0.0], [0.0, 0.0, 0.0], [0.0, 0.0, 0.0], [0.0, 0.0, 0.0], [0.0, 0.0, 0.0], [0.0, 0.0, 0.0], [0.0, 0.0, 0.0], [0.0, 0.0, 0.0], [0.0, 0.0, 0.0], [0.0, 0.0, 0.0], [0.1, 0.0, -0.1], [0.5, 0.1, 0.3], [0.0, 0.0, 0.0], [-0.1, 0.0, 0.2], [0.1, 0.1, -0.3], [-0.3, -0.1, 0.7], [-0.2, -0.6, 0.2], [0.4, 1.4, 0.1], [0.0, -1.2, -0.7], [0.8, 1.8, -0.3], [-0.3, 0.0, 0.0], [-0.5, -1.0, -0.6], [-0.7, 0.6, 1.4], [1.0, -1.7, -1.2], [0.0, -0.6, 0.1], [0.0, 0.0, 0.0], [0.0, 0.0, -0.1], [0.0, 0.0, -0.1], [0.0, 0.0, 0.0], [0.0, 0.0, 0.0], [0.0, 0.0, 0.0], [0.0, 0.0, 0.0], [0.0, 0.0, 0.0], [0.0, 0.0, -0.1]]
}

***

[2]
{
  "formula": "C29H39N7O7PS2W",
  "method": "wB97M-V/def2-TZVPD",
  "homo_ev": -15.79,
  "homo_lumo_gap_ev": 4.71,
  "lumo_energy_ev": -11.1,
  "charge": 3,
  "symbols": ["W", "O", "C", "C", "C", "N", "C", "C", "C", "O", "O", "C", "O", "O", "H", "H", "H", "C", "C", "N", "C", "N", "C", "C", "C", "N", "C", "H", "H", "H", "H", "H", "H", "H", "H", "H", "H", "H", "H", "H", "N", "C", "C", "C", "C", "C", "C", "S", "O", "O", "N", "C", "S", "C", "C", "N", "H", "H", "H", "H", "H", "H", "H", "H", "C", "C", "P", "C", "C", "C", "C", "H", "H", "H", "H", "H", "H", "H", "H", "H", "H", "H", "H", "H", "H", "H"],
  "coordinates": [[-0.4321, -0.8400, -0.1489], [2.0899, -0.1504, 5.4835], [1.6320, -0.2735, 4.2676], [2.3995, -0.7656, 3.1831], [1.8005, -0.8420, 1.9454], [0.5426, -0.4275, 1.7335], [-0.1956, 0.0665, 2.7404], [0.2939, 0.1384, 4.0252], [-1.5022, 0.6143, 2.1453], [-2.4639, 0.9206, 2.7811], [-1.3558, 0.7097, 0.8297], [2.3851, -1.3163, 0.6195], [3.4698, -1.7907, 0.4718], [1.5039, -1.0884, -0.3463], [3.0265, -0.3771, 5.6045], [3.4362, -1.0471, 3.3030], [-0.2903, 0.5405, 4.8405], [3.0943, -3.8706, -2.4512], [2.0627, -4.3903, -1.4662], [0.9337, -3.4614, -1.4339], [0.6483, -2.6008, -2.4401], [-0.2874, -1.6476, -2.1426], [-0.8168, -0.9160, -3.3306], [-0.5570, -1.6258, -4.6558], [0.9286, -1.9125, -4.7525], [1.2945, -2.7070, -3.5962], [2.3869, -3.6586, -3.7794], [3.9107, -4.5811, -2.5600], [3.5084, -2.9263, -2.0926], [2.4726, -4.4443, -0.4561], [1.7148, -5.3864, -1.7573], [0.1480, -3.7589, -0.8659], [-0.3587, 0.0844, -3.3761], [-1.8959, -0.8105, -3.2241], [-0.8767, -0.9874, -5.4769], [-1.1293, -2.5548, -4.7074], [1.5145, -0.9865, -4.7735], [1.1576, -2.4812, -5.6558], [3.0648, -3.2387, -4.5248], [1.9954, -4.6029, -4.1749], [-4.3032, -5.3056, 5.5863], [-3.5781, -4.9161, 4.5418], [-2.5579, -3.9415, 4.6914], [-1.8362, -3.5118, 3.6113], [-2.0931, -4.0552, 2.3481], [-3.0852, -5.0234, 2.1686], [-3.8053, -5.4560, 3.2511], [-1.4294, -3.2178, 0.9938], [-0.0018, -2.7948, 1.0658], [-1.7124, -3.7050, -0.3382], [-2.0063, -1.6791, 0.9876], [-2.9914, -1.4010, 0.0789], [-4.6349, -1.8679, 0.0870], [-4.8526, -0.9912, -1.3768], [-3.7033, -0.4004, -1.7694], [-2.6135, -0.6615, -0.9624], [-4.1538, -4.9161, 6.5044], [-5.0382, -5.9857, 5.4768], [-2.3613, -3.5279, 5.6690], [-1.0701, -2.7568, 3.7130], [-3.2671, -5.4160, 1.1821], [-4.5736, -6.2036, 3.1259], [-5.8106, -0.9498, -1.8541], [-3.6163, 0.2389, -2.6298], [1.8816, 2.5708, 1.2582], [0.7945, 2.8472, 0.2233], [0.3876, 1.5371, -1.0286], [1.7183, 1.7211, -2.3171], [3.1420, 1.6637, -1.7674], [-1.1455, 2.3227, -1.7456], [-0.9153, 3.3333, -2.8659], [1.9434, 3.4298, 1.9248], [2.8628, 2.4197, 0.8208], [1.6354, 1.7077, 1.8698], [1.0574, 3.7373, -0.3587], [-0.1367, 3.0557, 0.7581], [1.5754, 2.6763, -2.8238], [1.5939, 0.9230, -3.0528], [3.4082, 2.5957, -1.2781], [3.8368, 1.5218, -2.5925], [3.2721, 0.8368, -1.0712], [-1.6535, 2.8122, -0.9102], [-1.8089, 1.5250, -2.0861], [-0.2248, 4.1177, -2.5668], [-1.8567, 3.8201, -3.1079], [-0.5511, 2.8570, -3.7729]],
  "forces_ev_per_angstrom": [[1.3, 1.3, -0.2], [0.0, 0.1, 0.4], [-0.2, -0.1, -0.9], [-0.3, 0.1, -0.3], [-0.2, 0.0, -0.3], [0.1, -0.1, 0.4], [-0.1, 0.3, -0.3], [0.1, -0.1, -0.2], [0.2, -0.2, 1.8], [0.4, 0.0, -0.5], [0.0, -0.1, -1.2], [0.8, 0.0, 1.5], [-0.5, 0.2, -0.2], [-0.4, -0.1, -0.8], [-0.1, 0.0, -0.1], [0.1, -0.1, 0.0], [-0.1, 0.1, 0.0], [-0.2, -0.1, 0.0], [0.3, 0.0, -0.1], [-0.2, 0.0, -0.9], [1.1, -1.4, 0.7], [-0.5, 1.2, 0.9], [-0.5, 0.1, -0.3], [0.3, 0.0, 0.3], [-0.4, 0.4, -0.3], [-0.3, 0.4, 0.4], [0.5, -0.4, 0.2], [0.0, 0.0, 0.0], [0.0, 0.0, 0.0], [0.0, 0.0, 0.0], [0.0, 0.1, 0.1], [0.1, 0.3, -0.2], [-0.2, -0.3, 0.1], [0.2, 0.1, 0.1], [-0.1, 0.1, 0.0], [0.1, 0.0, 0.0], [0.0, -0.1, -0.1], [0.1, 0.0, 0.2], [-0.1, 0.0, 0.1], [0.0, 0.1, 0.0], [-0.1, 0.0, 0.0], [0.2, 0.1, -0.2], [0.3, 0.2, -0.2], [-0.1, 0.0, 0.5], [0.7, 0.7, -1.1], [-0.2, -0.3, 0.0], [0.1, 0.1, -0.2], [-0.9, -0.8, -0.3], [0.0, 0.0, 0.5], [-0.5, -1.4, 0.7], [1.1, 0.3, -0.2], [-1.7, 0.5, -1.2], [0.4, 0.3, 0.0], [0.4, -0.1, 0.3], [0.1, 0.1, -0.3], [-0.1, -0.9, 1.4], [0.0, -0.1, -0.1], [0.0, 0.0, 0.1], [0.0, 0.0, 0.1], [0.0, 0.1, 0.2], [-0.1, -0.1, -0.1], [0.0, -0.1, -0.1], [-0.2, 0.1, -0.1], [0.0, 0.1, -0.1], [0.0, 0.1, 0.0], [0.1, -0.6, 0.5], [-0.6, 1.4, -0.7], [0.0, -0.8, 0.3], [0.0, -0.1, 0.1], [-0.1, -0.3, 0.0], [0.0, -0.1, 0.1], [0.1, 0.0, 0.0], [0.1, 0.0, 0.0], [0.0, 0.1, 0.0], [-0.1, -0.2, -0.2], [0.0, 0.0, -0.3], [-0.3, -0.1, 0.1], [-0.1, 0.1, 0.0], [0.1, 0.0, 0.1], [0.0, 0.0, 0.0], [0.1, 0.0, 0.0], [0.1, -0.2, 0.0], [0.1, 0.1, 0.0], [0.1, 0.1, 0.0], [-0.1, 0.0, 0.0], [0.1, 0.0, -0.1]]
}

***

[3]
{
  "formula": "C29H40AsF6InN2O2S2Se2",
  "method": "wB97M-V/def2-TZVPD",
  "homo_ev": [-4.92, -5.04],
  "multiplicity": 2,
  "homo_lumo_gap_ev": [6.66, 5.72],
  "lumo_energy_ev": [1.7, 0.7],
  "charge": -1,
  "de_lowest_kj_mol": 6.6,
  "symbols": ["In", "C", "C", "S", "C", "C", "S", "H", "H", "H", "H", "H", "H", "C", "C", "C", "C", "C", "C", "C", "C", "N", "C", "C", "C", "C", "N", "C", "C", "C", "C", "C", "C", "C", "C", "H", "H", "H", "H", "H", "H", "H", "H", "H", "H", "H", "H", "H", "H", "H", "H", "H", "H", "H", "H", "H", "H", "H", "H", "O", "C", "C", "C", "O", "C", "Se", "C", "Se", "H", "H", "H", "H", "H", "H", "H", "H", "H", "H", "F", "As", "F", "F", "F", "F", "F"],
  "coordinates": [[0.4950, -0.4678, -0.4328], [3.2911, -4.2771, -0.6160], [2.5594, -3.0324, -0.1735], [0.9675, -2.9213, -0.7306], [3.2193, -2.1051, 0.6539], [4.6549, -2.3326, 1.0597], [2.4980, -0.7238, 1.2840], [2.6458, -4.8942, -1.2362], [3.6193, -4.8689, 0.2410], [4.1756, -4.0165, -1.1995], [5.1304, -3.1394, 0.5120], [4.7083, -2.5684, 2.1255], [5.2299, -1.4209, 0.8995], [-3.4120, -0.9472, 1.0003], [-2.7368, -2.1721, 1.5475], [-3.4191, -3.3783, 1.6347], [-2.8052, -4.5071, 2.1492], [-1.4896, -4.4398, 2.5765], [-0.7643, -3.2566, 2.4939], [0.6714, -3.2210, 2.9328], [-1.4117, -2.1324, 1.9847], [-0.7221, -0.8866, 1.8127], [-0.6927, -0.0510, 2.7688], [-1.2403, -0.2932, 4.1498], [-0.1642, 1.3402, 2.4922], [-0.2501, 2.3485, 3.6041], [0.2319, 1.5883, 1.3159], [0.4488, 2.9234, 0.8798], [-0.6777, 3.7123, 0.6059], [-2.0713, 3.2691, 0.9572], [-0.4785, 4.9536, 0.0164], [0.7965, 5.4109, -0.2770], [1.8923, 4.6358, 0.0575], [1.7420, 3.3856, 0.6498], [2.9518, 2.5825, 1.0332], [-4.2987, -1.2269, 0.4345], [-2.7592, -0.3941, 0.3258], [-3.7113, -0.2698, 1.8070], [-4.4334, -3.4293, 1.2598], [-3.3430, -5.4444, 2.1943], [-0.9983, -5.3223, 2.9642], [0.9108, -4.1201, 3.4996], [0.8922, -2.3551, 3.5583], [1.3408, -3.1653, 2.0739], [-1.5953, -1.3130, 4.2589], [-2.0676, 0.3880, 4.3517], [-0.4734, -0.0999, 4.8996], [0.3099, 1.9980, 4.4704], [-1.2819, 2.4923, 3.9227], [0.1555, 3.3043, 3.2825], [-2.2172, 2.2050, 0.7762], [-2.7987, 3.8046, 0.3500], [-2.2943, 3.4862, 2.0045], [-1.3418, 5.5582, -0.2262], [0.9340, 6.3712, -0.7548], [2.8939, 4.9969, -0.1376], [3.7830, 3.2499, 1.2615], [3.2464, 1.9134, 0.2218], [2.7658, 1.9581, 1.9076], [-0.6314, 2.9795, -5.3614], [0.6335, 2.7914, -4.7728], [0.6567, 1.7044, -3.6823], [0.3617, 0.3570, -4.3455], [-0.9222, 0.3162, -4.9539], [2.0823, 1.7235, -3.1212], [2.6332, 0.3072, -1.8639], [-0.3514, 2.1274, -2.5929], [-1.3658, 0.7377, -1.6508], [-1.0240, 2.0909, -5.4396], [0.9281, 3.7530, -4.3400], [1.3794, 2.5272, -5.5377], [0.4705, -0.4656, -3.6338], [1.0961, 0.1996, -5.1430], [-1.5180, -0.1067, -4.3181], [2.2367, 2.6783, -2.6138], [2.8052, 1.6695, -3.9394], [-1.1589, 2.7025, -3.0546], [0.1467, 2.7802, -1.8739], [-1.8809, -2.3003, -1.0307], [-3.1099, -2.8032, -2.1945], [-2.1870, -2.0022, -3.4399], [-3.9710, -1.3206, -1.8817], [-4.3085, -3.2938, -3.3497], [-3.9966, -3.5629, -0.8954], [-2.2166, -4.2721, -2.4487]],
  "forces_ev_per_angstrom": [[0.2, 0.4, 0.0], [0.0, -0.1, 0.0], [0.1, 0.1, 0.0], [-0.2, -0.1, 0.0], [0.0, -0.2, -0.1], [0.0, 0.0, 0.1], [0.1, -0.1, 0.2], [0.0, 0.0, 0.0], [0.0, 0.0, 0.0], [0.0, 0.0, 0.0], [0.0, 0.0, 0.0], [0.0, 0.0, 0.0], [0.0, 0.0, 0.0], [-0.1, 0.0, 0.1], [0.0, 0.0, 0.2], [-0.1, 0.0, 0.3], [0.0, 0.1, 0.0], [0.0, 0.0, -0.1], [0.0, 0.0, 0.0], [0.0, 0.0, 0.0], [0.0, 0.0, -0.1], [-0.1, 0.1, 0.1], [0.1, 0.0, 0.0], [0.0, -0.1, -0.1], [-0.1, -0.1, 0.0], [0.0, 0.0, -0.1], [0.2, 0.0, 0.1], [-0.1, -0.1, 0.0], [0.0, 0.0, 0.0], [0.0, -0.1, -0.1], [0.1, 0.0, 0.0], [0.0, 0.0, 0.0], [0.0, 0.0, 0.0], [0.1, 0.1, -0.1], [0.0, 0.1, 0.1], [0.0, 0.0, 0.1], [-0.1, 0.0, 0.1], [0.0, 0.0, 0.1], [0.1, 0.0, 0.2], [0.0, 0.0, 0.0], [0.0, -0.1, 0.0], [0.0, 0.0, 0.0], [0.0, 0.0, 0.0], [-0.1, 0.0, 0.1], [0.0, 0.0, 0.0], [0.0, 0.0, 0.0], [0.0, 0.0, 0.0], [0.0, 0.0, 0.0], [0.0, 0.0, 0.0], [0.0, 0.0, 0.0], [0.0, 0.0, 0.0], [0.0, 0.0, 0.0], [0.0, 0.0, 0.1], [-0.1, 0.0, 0.0], [0.0, 0.0, 0.0], [0.0, 0.0, 0.0], [0.0, 0.0, 0.0], [0.0, 0.0, 0.0], [0.0, 0.1, 0.0], [-0.2, 0.0, -0.1], [0.1, 0.1, 0.0], [0.1, 0.1, 0.2], [0.2, -0.1, 0.1], [-0.2, -0.1, 0.0], [0.0, 0.0, 0.0], [-0.1, 0.0, -0.1], [-0.1, 0.0, -0.1], [-0.1, -0.1, 0.0], [0.0, 0.1, 0.0], [0.0, 0.0, 0.0], [0.0, 0.0, 0.0], [0.0, 0.1, 0.0], [0.0, 0.0, 0.0], [-0.1, 0.0, 0.0], [0.0, 0.0, 0.0], [0.0, -0.1, 0.0], [0.1, 0.0, 0.0], [0.0, 0.0, 0.0], [-0.1, -0.1, -0.2], [0.2, 0.0, -0.1], [-0.1, -0.2, 0.0], [0.0, -0.2, -0.2], [0.1, 0.1, 0.2], [0.0, 0.0, -0.6], [-0.2, 0.2, 0.0]]
}

***

- Number 3 is which compound?
  C29H40AsF6InN2O2S2Se2

***

- charge of number 2 (C29H39N7O7PS2W)?
  +3